A | Formula: C44H58N6P2PtSSe
Source: the OMol25 dataset
Level of theory: ωB97M-V with the def2-TZVPD basis set

As for the HOMO energy: -12.3 eV. Its total charge is +2.

Positions of all 113 atoms, in Å:
Pt 1.31 -1.07 -0.78
N 2.42 -0.10 1.73
P 3.18 -0.57 0.32
C 4.23 0.72 -0.34
C 4.51 0.75 -1.70
C 5.36 1.72 -2.21
C 5.94 2.65 -1.36
C 5.66 2.62 0.01
C 4.82 1.65 0.52
C 4.23 -1.98 0.69
C 3.94 -2.78 1.80
C 4.72 -3.89 2.07
C 5.78 -4.22 1.23
C 6.07 -3.42 0.12
C 5.30 -2.30 -0.15
P 0.69 -0.22 1.67
C 0.34 -1.02 3.26
C 0.02 -0.33 4.43
C -0.21 -1.02 5.61
C -0.11 -2.41 5.63
C 0.20 -3.11 4.48
C 0.41 -2.42 3.29
C 0.16 1.50 1.95
C 1.06 2.56 1.97
C 0.60 3.86 2.16
C -0.75 4.11 2.30
C -1.66 3.06 2.26
C -1.20 1.76 2.08
H 2.92 0.09 2.59
H 4.04 0.04 -2.37
H 5.58 1.75 -3.27
H 6.60 3.41 -1.75
H 6.12 3.34 0.67
H 4.62 1.62 1.59
H 3.13 -2.52 2.47
H 4.51 -4.50 2.93
H 6.39 -5.09 1.44
H 6.90 -3.67 -0.52
H 5.54 -1.68 -1.00
H -0.04 0.75 4.42
H -0.45 -0.48 6.51
H -0.29 -2.94 6.56
H 0.26 -4.19 4.49
H 0.61 -2.97 2.38
H 2.12 2.38 1.84
H 1.31 4.68 2.20
H -1.11 5.12 2.46
H -2.72 3.25 2.35
H -1.92 0.94 2.07
C -0.56 -1.87 -3.08
C -1.52 -0.74 -3.41
C -2.61 -0.58 -2.36
C -2.09 -0.04 -1.03
N -1.71 1.37 -1.11
C -0.50 1.92 -1.26
Se 1.19 1.14 -1.70
N -0.62 3.26 -1.24
C 0.43 4.27 -1.37
C 0.43 4.93 -2.74
C 0.93 4.03 -3.87
C 2.44 3.82 -3.83
C -1.96 3.58 -1.05
C -2.60 4.81 -0.92
C -3.96 4.78 -0.68
C -4.66 3.57 -0.59
C -4.02 2.35 -0.72
C -2.65 2.39 -0.96
H 0.28 -1.91 -3.77
H -1.06 -2.84 -3.07
H -0.15 -1.76 -2.05
H -1.97 -0.94 -4.38
H -0.97 0.20 -3.51
H -3.08 -1.55 -2.15
H -3.40 0.08 -2.73
H -1.25 -0.61 -0.66
H -2.86 -0.12 -0.25
H 1.38 3.79 -1.14
H 0.24 5.01 -0.58
H 1.07 5.82 -2.68
H -0.58 5.29 -2.96
H 0.65 4.47 -4.83
H 0.42 3.06 -3.82
H 2.96 4.77 -3.99
H 2.76 3.14 -4.62
H 2.77 3.41 -2.88
H -2.06 5.75 -0.99
H -4.50 5.71 -0.57
H -5.73 3.59 -0.41
H -4.57 1.42 -0.66
N 1.54 -3.18 -0.56
H 2.18 -3.46 0.19
H 1.92 -3.57 -1.42
H 0.63 -3.60 -0.40
C -5.31 -3.53 -1.19
N -3.99 -3.98 -0.77
C -3.34 -4.87 -1.72
C -3.33 -3.44 0.27
S -1.63 -3.42 0.37
N -4.08 -2.92 1.27
C -5.32 -3.58 1.71
C -3.45 -2.13 2.32
H -5.28 -3.31 -2.26
H -5.59 -2.62 -0.66
H -6.08 -4.28 -1.03
H -4.06 -5.62 -2.04
H -2.48 -5.35 -1.26
H -3.00 -4.32 -2.60
H -5.49 -4.48 1.13
H -6.18 -2.92 1.62
H -5.21 -3.86 2.75
H -2.71 -1.45 1.89
H -2.93 -2.76 3.05
H -4.23 -1.56 2.83

Atomic partial charges in e from the Mulliken method, atoms 1 to 99: atom 1 (Pt): 3.196, atom 2 (N): 0.425, atom 3 (P): -0.326, atom 4 (C): 1.061, atom 5 (C): 0.053, atom 6 (C): -0.914, atom 7 (C): -0.631, atom 8 (C): -0.866, atom 9 (C): -0.850, atom 10 (C): 0.544, atom 11 (C): -0.254, atom 12 (C): -0.721, atom 13 (C): -0.608, atom 14 (C): -0.729, atom 15 (C): -0.919, atom 16 (P): -0.074, atom 17 (C): 0.491, atom 18 (C): -0.569, atom 19 (C): -0.756, atom 20 (C): -0.711, atom 21 (C): -1.123, atom 22 (C): -0.228, atom 23 (C): 0.797, atom 24 (C): -0.836, atom 25 (C): -0.705, atom 26 (C): -0.850, atom 27 (C): -0.621, atom 28 (C): -0.499, atom 29 (H): 0.453, atom 30 (H): 0.486, atom 31 (H): 0.485, atom 32 (H): 0.442, atom 33 (H): 0.481, atom 34 (H): 0.361, atom 35 (H): 0.426, atom 36 (H): 0.484, atom 37 (H): 0.419, atom 38 (H): 0.442, atom 39 (H): 0.447, atom 40 (H): 0.440, atom 41 (H): 0.476, atom 42 (H): 0.439, atom 43 (H): 0.488, atom 44 (H): 0.477, atom 45 (H): 0.381, atom 46 (H): 0.469, atom 47 (H): 0.402, atom 48 (H): 0.524, atom 49 (H): 0.336, atom 50 (C): -0.150, atom 51 (C): -0.171, atom 52 (C): -0.041, atom 53 (C): -0.810, atom 54 (N): 1.764, atom 55 (C): -0.391, atom 56 (Se): -0.946, atom 57 (N): 1.485, atom 58 (C): -1.579, atom 59 (C): -0.794, atom 60 (C): 0.180, atom 61 (C): -1.016, atom 62 (C): 0.308, atom 63 (C): -1.131, atom 64 (C): -0.928, atom 65 (C): -0.939, atom 66 (C): -0.842, atom 67 (C): 0.941, atom 68 (H): 0.494, atom 69 (H): 0.208, atom 70 (H): -0.573, atom 71 (H): 0.496, atom 72 (H): -0.134, atom 73 (H): -0.334, atom 74 (H): 0.529, atom 75 (H): -1.033, atom 76 (H): 0.426, atom 77 (H): 0.507, atom 78 (H): 0.540, atom 79 (H): 0.514, atom 80 (H): 0.359, atom 81 (H): 0.429, atom 82 (H): -0.168, atom 83 (H): 0.411, atom 84 (H): 0.357, atom 85 (H): 0.024, atom 86 (H): 0.539, atom 87 (H): 0.471, atom 88 (H): 0.450, atom 89 (H): 0.540, atom 90 (N): -0.753, atom 91 (H): 0.221, atom 92 (H): 0.422, atom 93 (H): 0.068, atom 94 (C): -1.270, atom 95 (N): 0.134, atom 96 (C): -0.999, atom 97 (C): 0.091, atom 98 (S): -0.272, atom 99 (N): 0.254



B | Formula: C44H58N6P2PtSSe
Source: the OMol25 dataset
Level of theory: ωB97M-V with the def2-TZVPD basis set

As for the HOMO energy: -11.8 eV. Its total charge is +2.

Positions of all 113 atoms, in Å:
Pt 0.57 1.05 1.71
N -0.35 3.35 0.23
P 1.16 2.56 0.18
C 2.47 3.73 0.52
C 3.06 4.48 -0.49
C 4.00 5.45 -0.16
C 4.35 5.66 1.16
C 3.75 4.92 2.17
C 2.81 3.95 1.85
C 1.41 1.88 -1.46
C 0.32 1.55 -2.26
C 0.52 0.99 -3.50
C 1.81 0.72 -3.94
C 2.90 1.01 -3.14
C 2.70 1.59 -1.89
P -1.15 2.50 1.45
C -1.49 3.59 2.84
C -2.30 4.71 2.67
C -2.56 5.54 3.75
C -2.03 5.24 5.00
C -1.24 4.12 5.18
C -0.96 3.29 4.09
C -2.76 1.99 0.83
C -3.20 2.27 -0.45
C -4.47 1.88 -0.85
C -5.29 1.19 0.03
C -4.85 0.90 1.31
C -3.60 1.31 1.72
H -0.75 3.94 -0.49
H 2.80 4.32 -1.53
H 4.46 6.03 -0.95
H 5.08 6.41 1.41
H 4.02 5.09 3.21
H 2.33 3.37 2.63
H -0.69 1.72 -1.90
H -0.33 0.74 -4.13
H 1.95 0.27 -4.92
H 3.90 0.79 -3.48
H 3.56 1.83 -1.27
H -2.73 4.95 1.70
H -3.17 6.42 3.62
H -2.24 5.89 5.84
H -0.83 3.89 6.15
H -0.33 2.42 4.22
H -2.57 2.80 -1.16
H -4.82 2.12 -1.85
H -6.28 0.88 -0.29
H -5.50 0.37 2.00
H -3.28 1.12 2.74
C 2.50 -5.22 -3.34
C 1.19 -5.05 -2.59
C 1.27 -4.02 -1.46
C 1.31 -2.56 -1.93
N 0.05 -2.17 -2.55
C -1.03 -1.68 -1.89
Se -1.12 -1.30 -0.08
N -2.00 -1.45 -2.79
C -3.36 -0.98 -2.51
C -4.39 -2.10 -2.67
C -4.31 -3.17 -1.59
C -4.81 -2.70 -0.23
C -1.54 -1.76 -4.07
C -2.13 -1.63 -5.32
C -1.35 -1.98 -6.41
C -0.04 -2.43 -6.26
C 0.55 -2.55 -5.01
C -0.23 -2.21 -3.92
H 2.41 -5.94 -4.15
H 3.29 -5.58 -2.67
H 2.86 -4.28 -3.78
H 0.90 -6.01 -2.16
H 0.38 -4.78 -3.28
H 2.18 -4.21 -0.88
H 0.43 -4.12 -0.78
H 2.10 -2.39 -2.67
H 1.48 -1.89 -1.10
H -3.57 -0.16 -3.20
H -3.35 -0.58 -1.50
H -4.27 -2.55 -3.66
H -5.38 -1.64 -2.66
H -3.28 -3.53 -1.51
H -4.90 -4.03 -1.92
H -4.20 -1.87 0.15
H -4.76 -3.50 0.50
H -5.84 -2.36 -0.30
H -3.14 -1.28 -5.44
H -1.77 -1.90 -7.41
H 0.53 -2.69 -7.14
H 1.56 -2.91 -4.90
N -0.32 -0.46 3.02
H -1.31 -0.34 3.19
H 0.13 -0.56 3.92
H -0.22 -1.33 2.50
C 1.93 -3.05 4.25
N 2.42 -2.42 3.02
C 2.17 -3.21 1.81
C 2.75 -1.13 2.93
S 2.52 -0.31 1.39
N 3.28 -0.50 3.98
C 3.43 0.96 3.98
C 4.03 -1.21 5.02
H 0.98 -3.53 4.02
H 1.76 -2.30 5.02
H 2.61 -3.81 4.63
H 2.28 -4.27 2.07
H 2.90 -2.97 1.04
H 1.17 -3.04 1.41
H 3.94 1.30 3.08
H 4.00 1.24 4.86
H 2.45 1.44 4.03
H 4.28 -2.21 4.68
H 3.49 -1.27 5.96
H 4.96 -0.67 5.18

Atomic partial charges in e from the Mulliken method, atoms 1 to 99: atom 1 (Pt): 2.312, atom 2 (N): 0.180, atom 3 (P): 0.142, atom 4 (C): 0.831, atom 5 (C): -0.325, atom 6 (C): -0.826, atom 7 (C): -0.558, atom 8 (C): -0.848, atom 9 (C): -0.468, atom 10 (C): 0.806, atom 11 (C): -0.200, atom 12 (C): -0.530, atom 13 (C): -0.521, atom 14 (C): -1.162, atom 15 (C): -0.561, atom 16 (P): -0.375, atom 17 (C): 0.670, atom 18 (C): -0.452, atom 19 (C): -0.791, atom 20 (C): -0.503, atom 21 (C): -0.780, atom 22 (C): -0.063, atom 23 (C): 0.829, atom 24 (C): -0.094, atom 25 (C): -0.890, atom 26 (C): -0.375, atom 27 (C): -1.044, atom 28 (C): -0.619, atom 29 (H): 0.386, atom 30 (H): 0.455, atom 31 (H): 0.451, atom 32 (H): 0.422, atom 33 (H): 0.450, atom 34 (H): 0.302, atom 35 (H): -0.100, atom 36 (H): 0.554, atom 37 (H): 0.486, atom 38 (H): 0.446, atom 39 (H): 0.524, atom 40 (H): 0.398, atom 41 (H): 0.435, atom 42 (H): 0.415, atom 43 (H): 0.431, atom 44 (H): 0.075, atom 45 (H): 0.189, atom 46 (H): 0.478, atom 47 (H): 0.486, atom 48 (H): 0.481, atom 49 (H): 0.511, atom 50 (C): -1.394, atom 51 (C): -0.309, atom 52 (C): -0.297, atom 53 (C): -0.259, atom 54 (N): 1.247, atom 55 (C): -1.027, atom 56 (Se): -0.132, atom 57 (N): 1.249, atom 58 (C): -0.422, atom 59 (C): -0.850, atom 60 (C): -0.177, atom 61 (C): -0.940, atom 62 (C): 0.535, atom 63 (C): -0.814, atom 64 (C): -1.044, atom 65 (C): -0.968, atom 66 (C): -0.153, atom 67 (C): 0.323, atom 68 (H): 0.390, atom 69 (H): 0.393, atom 70 (H): 0.270, atom 71 (H): 0.429, atom 72 (H): 0.146, atom 73 (H): 0.388, atom 74 (H): 0.246, atom 75 (H): 0.539, atom 76 (H): -0.839, atom 77 (H): 0.514, atom 78 (H): -0.745, atom 79 (H): 0.429, atom 80 (H): 0.496, atom 81 (H): 0.022, atom 82 (H): 0.413, atom 83 (H): -0.011, atom 84 (H): 0.388, atom 85 (H): 0.336, atom 86 (H): 0.518, atom 87 (H): 0.450, atom 88 (H): 0.478, atom 89 (H): 0.375, atom 90 (N): -0.728, atom 91 (H): 0.236, atom 92 (H): 0.265, atom 93 (H): 0.011, atom 94 (C): -1.239, atom 95 (N): 0.251, atom 96 (C): -1.414, atom 97 (C): -0.273, atom 98 (S): -0.276, atom 99 (N): 0.085



Looking at the structures above, B is most stable, and the difference to the next one is 129.8 kJ/mol.